Record 1
Density functional theory data (ωB97M-V with the def2-TZVPD basis set) for a cluster of 2 separate species, H6NO2PSi in total at a distorted geometry.

As for the structure (SMILES): O[SiH3].NP=O. As for the HOMO energy: -9.82 eV. The spin multiplicity is 1. For the gap between HOMO and LUMO, the calculation gives 10.18 eV. Its total energy is -22849.88255 eV. As for the relative energy (zero: lowest compared OMol25 entry of this formula, charge and spin): 79.3 kJ/mol.

```
11
Properties=species:S:1:pos:R:3:forces:R:3
N 1.971 0.114 1.526 -0.93 0.07 0.59
O 3.424 1.333 -0.001 0.54 0.05 -0.64
O -0.631 -0.381 -0.040 -0.91 -0.16 0.07
Si -2.222 0.153 0.198 0.64 -0.22 0.57
P 2.569 0.130 -0.016 -0.20 0.33 0.49
H 2.272 0.929 2.063 -0.11 -0.33 -0.09
H 1.030 -0.212 1.779 0.77 -0.10 -0.35
H -0.523 -0.642 -0.963 0.26 -0.06 0.16
H -3.126 -0.676 -0.692 0.20 0.29 0.70
H -2.504 0.169 1.745 0.16 -0.22 -1.56
H -2.183 1.520 -0.320 -0.42 0.34 0.05
```
Positions in Å, forces in eV/Å.



Record 2
Density functional theory data (ωB97M-V with the def2-TZVPD basis set) for a cluster of 2 separate species, C18H20NO in total at a distorted geometry.

As for the HOMO energy: -11.39 eV. The spin multiplicity is 1. For the gap between HOMO and LUMO, the calculation gives 6.79 eV. Its total energy is -22520.70414 eV. As for the total charge: +1. As for the relative energy (zero: lowest compared OMol25 entry of this formula, charge and spin): 90.0 kJ/mol.

```
40
Properties=species:S:1:pos:R:3:forces:R:3
C 4.303 0.208 -0.167 0.51 0.36 -0.15
N 2.900 -0.109 0.005 -0.87 0.77 -0.08
C 1.888 0.802 0.116 0.48 -1.04 0.48
C 0.690 0.123 0.373 -0.01 0.29 -0.36
C -0.601 0.697 0.549 -0.39 -1.13 0.89
C -1.790 -0.054 0.167 0.00 0.36 0.08
C -1.806 -1.019 -0.863 -0.06 -0.36 0.23
C -2.887 -1.894 -0.978 0.06 0.34 -0.23
C -4.007 -1.750 -0.152 0.31 0.29 0.27
C -4.033 -0.724 0.801 -0.20 0.22 -0.06
C -2.958 0.148 0.924 0.19 -0.15 0.20
C 1.019 -1.297 0.448 0.45 -0.12 -0.58
C 0.322 -2.450 0.795 0.08 -0.79 0.02
C 1.002 -3.679 0.800 -0.38 0.48 0.08
C 2.374 -3.762 0.511 0.21 0.62 -0.17
C 3.098 -2.599 0.213 -0.25 -0.63 0.14
C 2.400 -1.401 0.176 -0.33 0.37 0.56
H 4.880 -0.723 -0.146 -0.14 0.44 -0.04
H 4.478 0.726 -1.121 -0.07 -0.26 0.26
H 4.647 0.864 0.647 -0.11 -0.30 -0.23
H 2.041 1.870 -0.011 0.09 -0.33 0.02
H -0.714 1.469 1.309 -0.13 -0.04 -0.42
H -0.955 -1.117 -1.539 -0.16 -0.05 0.28
H -2.867 -2.688 -1.724 0.00 0.29 0.12
H -4.864 -2.419 -0.255 0.32 0.17 0.05
H -4.899 -0.581 1.444 0.14 -0.09 -0.23
H -2.966 0.979 1.636 -0.13 -0.42 -0.10
H -0.738 -2.391 1.043 0.34 -0.21 -0.04
H 0.450 -4.589 1.042 0.19 0.31 -0.05
H 2.879 -4.729 0.535 -0.16 0.35 -0.01
H 4.167 -2.612 0.037 -0.14 -0.23 0.01
C -1.035 4.622 -0.087 0.07 0.13 0.09
C -0.767 3.661 -1.221 -0.25 0.62 -0.16
O -0.589 2.321 -0.727 0.46 -0.01 -0.90
H -1.213 5.610 -0.512 -0.01 0.01 -0.03
H -1.925 4.364 0.494 0.14 -0.12 -0.08
H -0.171 4.722 0.578 -0.14 -0.15 -0.02
H -1.613 3.659 -1.925 0.30 0.03 0.12
H 0.155 3.959 -1.744 -0.32 -0.08 0.03
H -0.297 1.783 -1.474 -0.07 0.07 0.00
```
Positions in Å, forces in eV/Å.



Record 3
Density functional theory data (ωB97M-V with the def2-TZVPD basis set) for the ion C5H8N5O2S2 with charge -1 at a distorted geometry.

As for the structure (SMILES): C=C[C@@H](NS(C)(=O)=O)n1nnnc1[S-]. As for the HOMO energy: -3.96 eV. The spin multiplicity is 1. For the gap between HOMO and LUMO, the calculation gives 7.14 eV. Its total energy is -38529.29141 eV. As for the total charge: -1. As for the relative energy (zero: lowest compared OMol25 entry of this formula, charge and spin): 80.2 kJ/mol.

```
22
Properties=species:S:1:pos:R:3:forces:R:3
C -1.907 -0.478 -0.519 0.01 -0.44 1.47
C -0.844 2.945 -0.561 -1.89 2.19 0.27
C -0.144 2.254 0.331 1.16 1.26 0.36
C 1.137 -2.502 -0.205 0.77 1.06 -1.51
C 0.229 0.856 0.024 -0.16 -2.65 -2.43
N -1.591 -0.036 1.620 0.72 0.79 0.75
N -3.007 -0.889 0.221 1.51 0.69 -2.49
N -2.756 -0.565 1.444 1.16 0.41 1.95
N -0.961 0.032 0.399 -2.56 -1.34 -1.82
N 1.456 0.255 0.630 -2.23 1.63 1.74
O 2.673 -0.624 -1.346 -0.40 -0.22 0.77
O 3.119 -1.484 0.975 0.35 0.20 0.10
S -1.678 -0.669 -2.158 0.27 0.09 -0.95
S 2.204 -1.063 -0.051 1.14 -0.03 -0.97
H -1.341 4.005 -0.502 1.57 -1.86 0.75
H -1.297 2.503 -1.431 0.52 -0.76 -0.40
H 0.251 2.635 1.287 -0.46 0.19 -0.49
H 1.633 -3.433 -0.429 1.01 0.01 0.79
H 0.744 -2.337 0.731 -1.68 -1.04 2.22
H 0.434 -2.479 -0.997 -1.13 1.01 -0.61
H 0.372 0.740 -1.148 -0.73 -0.02 2.35
H 1.274 0.334 1.685 1.05 -1.16 -1.89
```
Positions in Å, forces in eV/Å.



Record 4
Density functional theory data (ωB97M-V with the def2-TZVPD basis set) for a cluster of 2 separate species, C4H10N3O in total at a distorted geometry.

As for the HOMO energy: -13.38 eV. The spin multiplicity is 1. For the gap between HOMO and LUMO, the calculation gives 10.49 eV. Its total energy is -10818.64341 eV. As for the total charge: +1. As for the relative energy (zero: lowest compared OMol25 entry of this formula, charge and spin): 266.4 kJ/mol.

```
18
Properties=species:S:1:pos:R:3:forces:R:3
C -0.267 1.855 -0.448 1.32 -0.25 1.54
C -0.046 0.711 0.161 2.78 -2.54 -1.30
C 1.916 -0.152 -0.135 -4.97 1.09 0.72
C -1.161 -0.313 0.454 0.76 1.75 2.47
N 2.927 0.536 0.345 1.34 -0.83 -0.29
N -2.326 0.011 -0.203 0.27 -1.12 1.85
N -0.688 -1.707 0.042 2.95 2.99 -1.08
O 1.795 -1.225 -0.699 1.16 1.26 0.57
H -1.246 2.220 -0.347 -1.27 0.90 -0.57
H 0.568 2.499 -0.655 -0.07 0.33 -0.47
H -1.336 -0.289 1.597 0.31 -0.64 -1.65
H 3.099 1.407 0.849 -1.41 -0.28 -0.33
H 3.790 0.032 0.224 0.53 -0.14 -0.16
H -2.302 0.524 -0.992 0.21 1.85 -3.09
H -3.188 -0.386 0.021 -1.33 -0.56 0.69
H 0.106 -1.523 -0.689 -1.31 -0.70 0.65
H -1.507 -2.113 -0.303 -1.08 -1.77 -0.43
H -0.134 -2.086 0.778 -0.19 -1.34 0.87
```
Positions in Å, forces in eV/Å.



Record 5
Density functional theory data (ωB97M-V with the def2-TZVPD basis set) for a structure of composition C30H47Cl2FN4O3OsP2Sb.

As for the HOMO energy (spin up / spin down): -15.25 / -15.30 eV. The spin multiplicity is 5. For the gap between HOMO and LUMO (spin up / spin down), the calculation gives 6.63 / 5.18 eV. Its total energy is -99297.62072 eV. Its expectation value of S² is 6.02. As for the total charge: +3. As for the relative energy (zero: lowest compared OMol25 entry of this formula, charge and spin): 5.5 kJ/mol.

```
91
Properties=species:S:1:pos:R:3:forces:R:3
Os 0.204 -1.488 -0.155 0.62 -0.12 0.03
C 4.867 0.312 -0.220 0.05 -0.01 0.11
N 4.687 -1.053 0.314 0.21 0.11 -0.25
C 5.926 -1.833 0.484 -0.02 0.02 -0.09
P 3.262 -1.565 0.800 0.09 -0.25 0.16
O 2.123 -0.930 -0.023 -0.70 -0.25 0.34
O 3.233 -3.162 0.437 -0.11 0.20 0.09
P 2.120 -3.863 -0.479 -0.28 0.09 -0.29
O 0.736 -3.381 0.071 0.50 0.11 -0.29
N 2.205 -5.448 -0.363 -0.14 -0.27 0.36
C 1.642 -6.166 0.801 0.05 -0.01 -0.05
C 3.264 -6.190 -1.077 -0.07 -0.03 -0.02
N 2.354 -3.273 -1.963 0.15 -0.33 -0.20
C 1.320 -3.533 -2.983 0.02 -0.02 -0.02
C 3.692 -3.021 -2.529 -0.07 0.19 0.07
N 3.004 -1.405 2.382 -0.07 -0.03 0.03
C 4.115 -1.603 3.337 0.05 0.09 -0.04
C 1.682 -1.669 2.957 -0.25 0.17 0.06
H 5.476 0.905 0.460 0.00 0.00 0.01
H 3.905 0.800 -0.355 -0.01 0.00 0.01
H 5.369 0.248 -1.185 0.00 -0.01 0.00
H 6.584 -1.345 1.203 0.00 0.01 0.01
H 6.444 -1.890 -0.474 -0.01 0.00 -0.01
H 5.710 -2.842 0.827 -0.01 0.01 0.02
H 0.852 -5.580 1.264 0.00 0.01 -0.01
H 2.420 -6.379 1.535 0.01 0.01 0.00
H 1.220 -7.108 0.453 0.00 0.00 -0.02
H 3.569 -5.660 -1.976 -0.01 0.02 -0.01
H 2.865 -7.159 -1.371 -0.01 0.00 0.00
H 4.130 -6.343 -0.433 0.00 0.01 0.01
H 0.380 -3.829 -2.519 0.02 0.05 0.01
H 1.633 -4.334 -3.654 0.02 -0.01 0.01
H 1.161 -2.627 -3.569 0.00 0.00 0.02
H 4.455 -3.056 -1.755 0.00 -0.02 -0.01
H 3.707 -2.032 -2.989 -0.01 0.00 -0.02
H 3.924 -3.763 -3.292 0.01 -0.02 0.01
H 5.048 -1.249 2.909 0.01 0.00 0.00
H 4.216 -2.652 3.619 -0.02 0.00 -0.01
H 3.909 -1.014 4.227 -0.02 0.01 -0.01
H 0.898 -1.169 2.381 0.17 -0.09 0.10
H 1.646 -1.232 3.953 0.08 -0.04 0.02
H 1.460 -2.736 3.034 0.04 -0.02 0.00
Cl -1.863 -4.830 -0.908 0.01 0.04 -0.02
C -2.942 -3.555 -0.489 0.00 -0.38 -0.04
Cl -2.158 -1.859 -0.431 0.06 0.20 -0.03
H -3.356 -3.696 0.502 0.03 0.10 0.04
H -3.693 -3.421 -1.259 -0.02 0.10 0.02
C -3.249 5.357 -0.373 -0.07 -0.05 0.05
C -4.505 4.574 -0.088 0.05 -0.02 0.00
C -5.749 5.198 -0.060 -0.02 0.04 -0.08
C -6.915 4.482 0.166 0.01 0.00 -0.01
C -6.872 3.112 0.386 0.03 -0.01 0.00
C -5.648 2.462 0.371 0.03 0.17 0.07
C -4.484 3.196 0.146 -0.22 -0.23 0.03
Sb -2.634 2.203 0.087 -0.30 0.35 -0.07
C -1.468 2.885 1.703 0.12 -0.18 -0.07
C -0.183 3.410 1.559 -0.02 -0.04 0.17
C 0.505 3.850 2.678 0.01 -0.01 -0.06
C -0.081 3.742 3.930 0.00 0.01 0.03
C -1.344 3.187 4.067 -0.02 0.00 0.01
C -2.066 2.732 2.966 0.04 0.12 0.01
C -3.441 2.152 3.177 0.05 0.04 -0.01
C -2.239 2.229 -1.984 0.30 -0.07 0.13
C -3.324 1.679 -2.674 0.07 0.03 -0.07
C -3.251 1.507 -4.047 -0.05 -0.04 0.03
C -2.090 1.864 -4.715 0.03 0.03 -0.02
C -1.022 2.418 -4.022 -0.03 0.04 0.01
C -1.069 2.619 -2.645 -0.07 -0.08 -0.10
C 0.085 3.277 -1.947 -0.04 -0.03 -0.01
H -3.471 6.413 -0.515 0.00 0.00 -0.01
H -2.766 4.998 -1.287 0.00 0.02 -0.01
H -2.535 5.282 0.452 0.01 0.02 0.00
H -5.799 6.266 -0.234 -0.01 -0.01 0.01
H -7.866 4.997 0.160 0.00 0.01 0.05
H -7.781 2.558 0.578 0.00 0.00 -0.05
H -5.608 1.395 0.558 0.01 0.00 0.00
H 0.286 3.494 0.592 -0.01 -0.03 0.01
H 1.492 4.280 2.568 -0.01 0.02 0.00
H 0.448 4.091 4.807 -0.01 0.00 0.00
H -1.788 3.105 5.051 0.00 0.00 -0.01
H -3.613 1.951 4.232 0.02 -0.02 0.00
H -3.578 1.208 2.639 -0.01 0.00 0.01
H -4.216 2.843 2.842 -0.01 -0.01 0.01
H -4.236 1.414 -2.150 -0.01 0.01 -0.01
H -4.097 1.105 -4.589 0.00 0.01 0.00
H -2.024 1.735 -5.787 0.00 0.01 0.00
H -0.136 2.727 -4.564 -0.02 0.02 -0.01
H 0.681 3.859 -2.647 0.02 -0.02 -0.01
H 0.741 2.540 -1.476 -0.02 0.01 0.04
H -0.277 3.965 -1.183 0.01 0.05 -0.04
F -0.218 0.319 -0.227 -0.22 0.19 -0.12
```
Positions in Å, forces in eV/Å.